# 1
24
Properties=species:S:1:pos:R:3:forces:R:3 method="wB97M-V/def2-TZVPD" max_force_ev_per_a=2.682 e_tot_ev=-18341.36101 homo_lumo_gap_ev=8.21
C 2.655 -1.670 -0.137 0.236 0.020 -0.144
C 2.849 -0.251 -0.099 0.348 -1.058 0.008
C 0.464 -1.111 0.111 2.005 -0.286 -0.620
C 1.811 1.905 0.132 -0.439 1.584 -1.716
C -1.516 0.333 1.501 1.229 0.621 -0.220
C -2.487 -1.901 -0.225 -0.760 1.003 0.934
C -1.314 1.018 -1.462 -0.593 -1.142 0.913
N 1.340 -1.981 -0.024 -0.410 1.326 -0.165
N 1.812 0.490 0.073 -1.313 -2.083 -1.065
Si -1.238 -0.485 -0.171 -0.656 2.250 -0.121
H 3.350 -2.501 -0.332 -0.207 0.973 0.293
H 3.785 0.283 -0.177 0.505 -0.472 -0.116
H 1.594 2.050 1.136 -1.030 1.293 1.910
H 2.740 2.539 -0.024 -0.460 -1.368 -0.336
H 0.996 2.337 -0.563 1.367 -0.541 1.345
H -2.015 -0.355 2.115 -1.286 -0.809 0.896
H -0.629 0.531 2.110 0.434 -0.081 -0.578
H -1.995 1.289 1.472 -0.851 0.471 -0.090
H -2.034 -2.831 -0.399 0.820 -1.364 -0.260
H -2.805 -1.888 0.836 0.131 -0.299 -0.403
H -3.436 -1.923 -0.771 0.405 0.617 -0.320
H -1.083 0.807 -2.484 -0.162 -0.553 -0.775
H -2.267 1.570 -1.407 0.099 -0.508 0.009
H -0.576 1.744 -1.211 0.588 0.408 0.619



# 2
24
Properties=species:S:1:pos:R:3:forces:R:3 method="wB97M-V/def2-TZVPD" charge=+1 max_force_ev_per_a=4.762 e_tot_ev=-11945.20944 homo_lumo_gap_ev="8.29 / 7.48"
C -2.083 0.896 0.858 1.897 -1.293 0.664
C -0.975 0.333 1.473 -2.579 -0.899 1.416
C -0.358 0.990 -0.461 1.918 -0.181 -0.410
C 0.500 -2.770 1.032 4.161 0.200 0.589
C -2.551 1.981 -1.305 -1.087 1.143 1.732
C 2.246 -0.493 -1.360 0.178 2.715 1.922
C 1.344 -0.110 0.975 2.620 -1.066 -0.254
N -1.653 1.325 -0.361 0.046 -0.456 0.894
N 0.108 0.299 0.661 -2.897 2.906 -2.416
N 2.425 -0.068 0.134 -2.154 -0.304 -1.722
H -3.119 0.776 1.110 -0.079 0.460 0.235
H -0.992 -0.213 2.396 0.139 0.007 0.238
H 0.362 1.312 -1.194 -0.487 0.066 -0.247
H -0.277 -3.085 1.560 -3.437 -0.940 2.232
H 0.353 -2.587 0.034 -0.095 0.341 -2.231
H 1.461 -3.152 1.427 -0.508 0.497 -0.657
H -3.162 1.281 -1.796 -0.501 -1.265 -0.774
H -3.335 2.639 -0.744 1.996 -0.781 -0.892
H -1.944 2.480 -2.010 0.283 0.976 -0.749
H 3.223 -0.812 -1.654 0.379 -0.694 -0.324
H 1.488 -1.320 -1.302 0.679 1.151 -0.809
H 2.090 0.508 -1.978 -0.374 -2.499 0.939
H 1.545 -0.412 1.972 -0.285 0.200 0.827
H 3.305 0.205 0.534 0.187 -0.283 -0.204



# 3
26
Properties=species:S:1:pos:R:3:forces:R:3 method="wB97M-V/def2-TZVPD" charge=+1 max_force_ev_per_a=5.267 e_tot_ev=-24827.20079 homo_lumo_gap_ev="8.49 / 8.49"
C -0.823 1.988 -0.387 0.139 0.798 -0.099
C 0.418 2.532 -0.396 -0.810 0.200 0.039
C 0.622 0.341 -0.145 0.284 -0.651 0.016
C 1.835 -1.220 1.371 -0.176 -0.003 -0.151
C 2.389 -1.115 -1.096 -0.231 0.004 0.028
C -3.016 0.148 1.206 0.077 -0.223 0.007
C 1.285 -0.983 -0.042 0.281 -0.496 0.050
N -3.064 0.040 -1.421 -0.313 0.044 0.943
N -0.690 0.629 -0.218 0.035 -0.378 0.139
N 1.291 1.495 -0.237 -0.101 -0.377 0.037
O -1.185 -2.302 -0.070 -3.299 4.086 -0.396
S -2.221 -0.444 -0.288 2.885 -3.340 -0.058
H -1.781 2.450 -0.514 -0.160 0.132 -0.034
H 0.734 3.550 -0.492 0.030 0.159 -0.037
H 1.049 -1.120 2.114 -0.041 0.011 0.140
H 2.647 -0.537 1.611 0.095 0.093 0.067
H 2.215 -2.238 1.424 0.067 -0.023 0.038
H 3.253 -0.496 -0.868 0.157 0.101 -0.002
H 2.018 -0.863 -2.087 0.043 0.014 -0.123
H 2.721 -2.149 -1.119 0.085 -0.044 0.006
H -4.078 -0.046 1.085 -0.011 -0.109 -0.149
H -2.621 -0.410 2.049 0.178 -0.094 -0.022
H -2.843 1.213 1.325 0.096 0.061 -0.140
H 0.513 -1.742 -0.226 0.402 0.500 -0.006
H -2.967 -0.292 -2.365 0.379 -0.332 -0.269
H 2.299 1.574 -0.213 -0.091 -0.133 -0.025



# 4
26
Properties=species:S:1:pos:R:3:forces:R:3 method="wB97M-V/def2-TZVPD" charge=+1 spin_multiplicity=3 max_force_ev_per_a=3.262 e_tot_ev=-15818.98410 s2=2.02 homo_lumo_gap_ev="6.79 / 8.69"
C -1.398 1.741 -3.734 -0.567 -0.664 0.276
W -0.496 0.785 -2.204 -0.949 2.533 -0.708
N 0.428 -0.962 -2.947 1.230 -2.325 -0.743
H -1.652 1.518 -1.235 -0.700 0.438 0.035
H 0.243 2.306 -2.585 0.365 -0.632 0.674
H -1.953 2.647 -3.661 -0.864 0.316 0.054
H -2.091 0.812 -3.434 0.048 0.544 -0.547
H -1.039 1.617 -4.740 0.485 0.037 -0.576
H 0.093 -1.786 -2.426 0.324 0.108 -0.288
H 1.456 -0.950 -2.841 -0.479 -0.093 0.070
H 0.272 -1.178 -3.944 -0.093 0.076 0.411
N 0.298 -1.514 4.627 -1.466 0.174 -2.047
C 1.089 -0.723 3.846 2.297 0.249 2.302
O 2.168 -0.288 4.302 -2.170 -0.632 -1.498
C 0.654 -0.423 2.449 -0.337 0.134 -1.089
C -0.478 -0.974 1.839 -0.278 0.015 -0.140
C -0.858 -0.596 0.554 1.175 0.799 -0.244
N -0.099 0.293 -0.171 1.070 -0.650 1.761
C 1.025 0.830 0.397 -0.965 -1.012 0.336
C 1.408 0.463 1.680 0.378 0.498 0.010
H 0.537 -1.615 5.579 0.383 -0.055 0.916
H -0.670 -1.745 4.358 1.061 0.242 0.382
H -1.084 -1.714 2.349 -0.026 0.120 -0.076
H -1.764 -0.977 0.069 0.418 0.170 0.253
H 1.588 1.548 -0.207 -0.207 -0.338 0.287
H 2.322 0.887 2.080 -0.133 -0.052 0.187



# 5
26
Properties=species:S:1:pos:R:3:forces:R:3 method="wB97M-V/def2-TZVPD" charge=-1 max_force_ev_per_a=3.167 e_tot_ev=-62417.52208 homo_lumo_gap_ev="4.66 / 4.27"
C 0.940 0.646 2.496 -0.520 -0.467 -2.076
Zn 0.193 -0.751 -1.741 2.494 -0.740 0.661
N -0.747 -2.717 -1.684 -1.023 -1.450 -0.798
H 2.149 0.731 3.917 1.125 0.255 1.778
H 1.943 0.395 2.990 -0.389 0.628 -0.080
H 0.394 1.568 2.745 0.835 -0.293 0.079
H 1.253 0.561 1.437 -0.569 0.281 0.214
H 0.359 -0.218 2.757 -0.492 -0.413 0.050
H -1.033 -3.123 -2.619 0.310 0.615 1.158
H -1.594 -2.714 -1.083 0.599 -0.171 -0.321
H -0.054 -3.373 -1.299 -0.411 0.497 -0.038
N -5.345 3.204 -2.075 -0.577 0.608 0.472
C -4.506 2.893 -3.139 1.506 -1.588 0.201
O -4.781 3.170 -4.295 -0.713 1.047 -0.883
C -3.342 2.049 -2.836 -1.996 1.577 0.331
C -3.312 1.415 -1.598 1.169 -1.831 2.304
C -2.278 0.538 -1.304 -0.919 0.827 -0.506
N -1.289 0.323 -2.205 -0.633 0.058 -0.065
C -1.287 0.954 -3.403 -1.521 0.772 -0.151
C -2.306 1.807 -3.754 1.054 -0.296 -0.726
H -6.073 3.891 -2.279 0.558 -0.419 0.098
H -4.968 3.204 -1.125 -0.249 0.185 -0.807
H -4.077 1.533 -0.820 0.251 -0.055 -0.539
H -2.186 -0.054 -0.384 -0.251 0.429 -0.181
H -0.473 0.666 -4.044 0.257 0.246 -0.341
H -2.337 2.337 -4.706 0.105 -0.300 0.163



# 6
31
Properties=species:S:1:pos:R:3:forces:R:3 method="wB97M-V/def2-TZVPD" max_force_ev_per_a=4.898 e_tot_ev=-25721.19288 smiles="C[N+](=O)[O-].C[N+](=O)[O-].C[N+](=O)[O-].c1cc[nH]c1" homo_lumo_gap_ev=7.62
C -0.236 -1.478 3.226 -1.621 -1.450 0.016
N -1.409 -1.215 4.143 -2.754 2.903 1.227
O -2.603 -1.177 3.726 3.272 -0.949 0.167
O -1.150 -0.795 5.284 0.330 -1.251 -1.674
H 0.214 -0.533 2.922 0.055 -0.230 0.531
H -0.665 -1.977 2.357 0.042 0.285 0.077
H 0.338 -2.233 3.762 0.569 0.630 -0.026
C -3.015 3.333 -4.086 -0.687 -1.704 -1.004
N -1.617 3.593 -3.793 1.199 2.114 1.569
O -0.957 4.071 -4.696 0.058 -0.703 0.083
O -1.243 3.563 -2.615 -0.417 -0.761 -1.047
H -3.282 2.304 -3.848 0.209 0.025 0.639
H -3.033 3.307 -5.175 -0.634 0.840 0.143
H -3.661 4.007 -3.523 0.243 0.119 -0.412
C 5.001 -0.607 1.506 -0.809 0.217 0.746
N 4.131 -1.818 1.162 -0.961 -0.565 -2.042
O 3.354 -1.743 0.209 0.764 1.456 0.457
O 4.188 -2.859 1.769 1.203 0.358 1.454
H 4.989 0.165 0.736 0.103 -0.782 -0.470
H 5.990 -0.884 1.870 -0.240 -0.352 -0.377
H 4.483 -0.110 2.326 -0.073 -0.318 0.268
C -0.161 -0.998 0.095 1.830 4.528 -0.369
C -1.124 -1.807 -0.374 -2.305 -1.630 -1.366
C -1.854 -1.141 -1.354 -0.369 0.115 0.345
N -1.399 0.161 -1.445 1.050 -1.461 1.476
C -0.346 0.276 -0.532 -0.173 -1.100 -0.239
H 0.684 -1.221 0.730 -0.234 0.013 0.024
H -1.341 -2.782 0.037 -0.036 -0.182 -0.487
H -2.716 -1.492 -1.902 0.108 0.138 -0.027
H -1.726 0.869 -2.087 0.177 -0.111 0.352
H 0.166 1.221 -0.428 0.100 -0.193 -0.035



# 7
26
Properties=species:S:1:pos:R:3:forces:R:3 method="wB97M-V/def2-TZVPD" max_force_ev_per_a=4.611 e_tot_ev=-24276.19534 homo_lumo_gap_ev="7.43 / 7.43"
C -0.961 1.901 0.460 1.467 -0.658 -0.246
C -3.311 -0.967 1.371 -1.853 -3.406 -0.244
C 1.017 -0.663 -1.827 0.383 -3.258 -3.240
C 2.785 0.871 -1.252 -0.014 -1.141 -2.420
C 2.355 -1.093 0.170 -2.172 -2.952 -1.007
C -2.856 0.452 1.402 -0.126 -1.227 -2.201
C 1.746 -0.074 -0.736 0.647 0.752 0.622
N 0.204 1.630 -0.074 -0.441 1.221 -0.637
N -0.753 -0.461 0.763 -0.011 0.598 -0.211
N 0.897 0.607 0.190 -2.952 1.320 2.485
N -1.499 0.480 0.833 1.678 -0.819 0.351
S -1.850 3.165 0.992 0.238 0.766 -0.320
H -2.872 -1.376 2.296 -0.683 -0.462 -0.275
H -4.506 -1.132 1.354 2.839 0.700 0.319
H -2.902 -1.721 0.547 -0.755 2.222 1.364
H 0.431 -1.556 -1.623 -0.221 0.088 0.682
H 0.408 -0.010 -2.367 -1.101 1.433 -0.599
H 1.716 -1.068 -2.632 -0.421 0.615 0.985
H 3.531 0.220 -1.746 -0.164 0.440 0.151
H 3.223 1.306 -0.441 1.403 1.631 2.003
H 2.432 1.594 -1.990 -0.136 -0.002 0.270
H 2.857 -0.688 1.011 1.371 0.322 0.253
H 1.407 -1.478 0.666 1.345 -0.472 -0.569
H 2.790 -1.905 -0.519 -0.008 1.073 1.714
H -2.878 0.857 2.367 0.309 0.595 1.376
H -3.412 1.109 0.784 -0.622 0.620 -0.608



# 8
23
Properties=species:S:1:pos:R:3:forces:R:3 method="wB97M-V/def2-TZVPD" charge=+1 max_force_ev_per_a=6.202 e_tot_ev=-11013.70006 smiles="C=C[C@@H](C)[C@@H]1[C@H](O)[N@H+]1C" homo_lumo_gap_ev=10.56
C -0.488 -0.846 -2.701 -0.154 -0.357 0.450
C -0.547 -1.154 -1.391 -0.788 2.645 -1.718
C -1.001 -0.141 -0.316 0.643 -0.834 -1.652
C -2.237 -0.653 0.348 -2.203 -2.831 -2.001
C 0.047 -0.130 0.676 1.073 5.475 2.708
C 0.357 1.432 1.330 -0.632 -3.636 2.654
O -0.254 2.487 0.802 0.785 -2.829 -3.664
N 1.323 0.690 0.533 -1.815 0.707 -2.708
C 2.630 0.234 1.031 1.491 0.971 0.129
H -0.242 -1.539 -3.492 0.256 -0.568 0.321
H -0.764 0.097 -3.171 -0.015 0.233 0.782
H -0.347 -2.113 -0.995 0.307 -1.083 0.128
H -1.148 0.885 -0.635 -0.166 0.012 -0.815
H -2.895 -1.141 -0.505 1.086 1.104 1.681
H -2.060 -1.503 1.015 0.238 0.131 -0.020
H -2.878 0.015 0.861 -0.268 1.090 0.489
H 0.050 -0.883 1.388 0.742 -1.352 1.256
H 0.628 1.423 2.429 -0.344 0.178 -1.452
H -0.456 3.198 1.319 -0.543 2.776 2.670
H 1.241 1.116 -0.467 1.054 -0.990 1.866
H 3.239 0.418 0.147 0.645 -0.503 0.430
H 3.058 0.848 1.891 -1.022 -0.498 -1.191
H 2.650 -0.812 1.341 -0.372 0.158 -0.344



# 9
23
Properties=species:S:1:pos:R:3:forces:R:3 method="wB97M-V/def2-TZVPD" charge=+1 max_force_ev_per_a=4.440 e_tot_ev=-11014.68814 smiles=C[C@@]1([NH3+])[C@H]2CCC[C@]21O homo_lumo_gap_ev=9.56
C -0.743 -1.692 -0.770 -0.629 -2.238 0.308
C -0.897 -0.375 -0.028 -0.094 1.486 -2.006
N -2.373 -0.145 0.223 0.116 -0.798 1.007
C -0.072 0.284 0.995 1.685 -0.261 0.934
C 1.370 -0.271 1.227 -1.341 -2.086 0.273
C 1.974 -0.113 -0.170 2.575 -1.047 0.812
C 1.370 1.179 -0.767 -1.904 -3.988 0.422
C -0.044 1.178 -0.192 -1.419 -2.041 -0.758
O -0.862 2.316 -0.399 0.576 -1.832 0.933
H -0.010 -1.635 -1.576 -0.407 0.038 -0.090
H -1.760 -2.112 -1.203 1.959 1.211 0.634
H -0.387 -2.579 -0.117 -0.459 1.545 -0.637
H -2.704 -1.077 0.635 0.055 1.623 -0.768
H -2.926 0.084 -0.654 0.711 0.004 1.491
H -2.410 0.554 1.011 -0.715 -0.404 -1.366
H -0.556 0.631 1.864 -0.703 0.274 1.235
H 1.432 -1.402 1.581 -0.494 2.261 -0.766
H 1.828 0.272 2.045 0.258 0.441 -0.187
H 3.144 -0.116 0.005 -2.295 0.159 -1.000
H 1.690 -1.071 -0.728 0.698 1.721 0.376
H 1.747 2.016 -0.345 1.907 2.789 1.111
H 1.455 1.143 -1.811 -0.076 0.411 -1.552
H -0.269 2.929 -0.825 -0.004 0.731 -0.406



# 10
25
Properties=species:S:1:pos:R:3:forces:R:3 method="wB97M-V/def2-TZVPD" max_force_ev_per_a=4.884 e_tot_ev=-22353.19767 homo_lumo_gap_ev="7.31 / 8.71"
C -2.818 -0.103 0.633 1.958 1.918 -0.977
C -2.297 0.854 -0.509 -0.338 -2.430 -0.327
C -1.818 -1.154 0.872 2.606 0.300 2.987
C -0.866 1.324 -0.303 0.545 -1.153 -1.018
C -0.412 -0.493 1.325 -0.560 -0.068 -4.828
C 4.244 -0.221 -1.040 -4.569 1.581 0.689
C 3.128 0.927 -1.036 0.867 -1.455 2.208
N 0.022 0.240 0.080 0.342 -0.200 0.867
O 3.893 -1.010 0.075 0.996 -1.003 0.939
O 3.555 -0.248 1.269 -0.020 0.632 -0.842
P 2.646 1.090 0.841 0.104 -0.602 -1.269
H -3.032 0.347 1.564 0.034 1.348 1.016
H -3.689 -0.606 0.449 -2.553 -0.913 -1.333
H -2.436 0.372 -1.497 0.414 -0.383 0.535
H -2.851 1.715 -0.667 -1.467 1.782 0.286
H -2.029 -1.648 1.848 -0.479 -0.714 -1.168
H -1.725 -1.730 -0.019 0.396 -1.095 -0.227
H -0.481 1.809 -1.219 -0.151 -0.383 0.207
H -0.977 2.105 0.382 0.363 1.289 1.788
H -0.667 0.201 2.072 0.103 0.655 1.587
H 0.408 -1.204 1.461 -0.539 0.059 0.763
H 4.007 -0.945 -1.776 -0.193 -0.495 -1.226
H 5.166 0.185 -1.259 2.626 0.572 0.783
H 3.425 1.923 -1.271 0.335 0.524 -0.912
H 2.273 0.533 -1.533 -0.822 0.234 -0.528